No. 1
Density functional theory data (the ωB97M-V functional and the def2-TZVPD basis) for 2 unconnected molecules or ions with the total composition C3H7N2Si.

Properties
Orbital gap in Eh: 0.2100
E_HOMO in eV: -12.462
LUMO energy in eV: -6.747
Energy relative to the best compared isomer or geometry (same formula, charge and spin) in kJ/mol: 311.5

ORCA input file:
```
! wB97M-V def2-TZVPD RIJCOSX def2/J DEFGRID3
* xyz 1 1
C -0.36 -2.22 0.32
C 0.06 -1.15 -0.41
C -0.60 -0.33 1.42
N -0.82 -1.68 1.48
N -0.18 0.06 0.24
Si 0.80 2.81 -1.42
H -0.33 -3.21 0.16
H 0.52 -1.11 -1.45
H -0.75 0.41 2.11
H -0.97 -2.28 2.31
H 1.26 2.30 -2.78
H 2.00 3.24 -0.52
H -0.63 3.16 -1.47
*
```

No. 2
Density functional theory data (the ωB97M-V functional and the def2-TZVPD basis) for C3H7N3 in the gas phase.

Properties
SMILES: [H]/N=C/N(C)N=C
Orbital gap in Eh: 0.3109
E_HOMO in eV: -8.073
LUMO energy in eV: 0.388
Energy relative to the best compared isomer or geometry (same formula, charge and spin) in kJ/mol: 348.3

ORCA input file:
```
! wB97M-V def2-TZVPD RIJCOSX def2/J DEFGRID3
* xyz 0 1
H -2.02 1.99 0.35
N -1.62 1.07 0.51
C -0.60 0.82 -0.22
N 0.43 -0.09 0.10
C 1.84 0.25 0.05
N 0.12 -1.37 0.10
C -1.16 -1.55 -0.14
H -0.17 1.60 -0.87
H 2.41 -0.68 0.07
H 2.09 0.88 0.90
H 2.08 0.79 -0.87
H -1.43 -2.57 -0.42
H -1.97 -1.14 0.45
*
```

No. 3
Density functional theory data (the ωB97M-V functional and the def2-TZVPD basis) for C3H7N3 in the gas phase.

Properties
SMILES: [H]/N=C(\N)C(=C)N
Orbital gap in Eh: 0.2991
E_HOMO in eV: -7.480
LUMO energy in eV: 0.659
Energy relative to the best compared isomer or geometry (same formula, charge and spin) in kJ/mol: 331.1

ORCA input file:
```
! wB97M-V def2-TZVPD RIJCOSX def2/J DEFGRID3
* xyz 0 1
H 0.00 -2.04 1.92
N 0.29 -1.92 0.94
C 0.63 -0.74 0.64
N 0.27 0.41 1.39
C -0.07 0.21 -0.61
C 0.49 1.29 -1.19
N -1.11 -0.51 -1.11
H -0.09 0.29 2.35
H 0.85 1.23 1.33
H 0.28 1.50 -2.22
H 1.20 1.92 -0.67
H -1.65 -0.14 -1.88
H -1.10 -1.50 -0.89
*
```

No. 4
Density functional theory data (the ωB97M-V functional and the def2-TZVPD basis) for C3H7N3 in the gas phase.

Properties
SMILES: C#CN(N)NC
Orbital gap in Eh: 0.3602
E_HOMO in eV: -8.756
LUMO energy in eV: 1.046
Energy relative to the best compared isomer or geometry (same formula, charge and spin) in kJ/mol: 609.7

ORCA input file:
```
! wB97M-V def2-TZVPD RIJCOSX def2/J DEFGRID3
* xyz 0 1
C 1.32 -1.75 -0.07
C 0.30 -1.05 -0.03
N -0.76 -0.35 -0.47
N -0.46 -0.11 -1.87
N -1.06 0.74 0.49
C 0.25 1.03 1.08
H 1.88 -2.60 0.39
H 0.21 0.53 -2.22
H -1.26 0.19 -2.39
H -1.78 0.35 1.08
H 1.02 0.80 0.37
H 0.03 2.00 1.53
H 0.30 0.23 2.11
*
```

No. 5
Density functional theory data (the ωB97M-V functional and the def2-TZVPD basis) for 2 unconnected molecules or ions with the total composition C3H7N3.

Properties
Orbital gap in Eh: 0.3424
E_HOMO in eV: -19.670
LUMO energy in eV: -10.354
Energy relative to the best compared isomer or geometry (same formula, charge and spin) in kJ/mol: 308.4

ORCA input file:
```
! wB97M-V def2-TZVPD RIJCOSX def2/J DEFGRID3
* xyz 2 1
C -0.97 0.73 -0.69
C 0.37 0.90 -2.72
C 0.19 -0.65 1.55
N -0.39 0.74 -1.66
N 1.56 1.24 -2.67
N -0.61 -1.15 2.38
H -1.51 0.64 0.19
H -0.25 0.50 -3.63
H 0.53 0.36 1.70
H 0.32 -1.12 0.59
H 1.88 1.35 -3.58
H -0.84 -0.63 3.27
H -1.03 -2.03 2.25
*
```

No. 6
Density functional theory data (the ωB97M-V functional and the def2-TZVPD basis) for C3H7N3O in the gas phase.

Properties
SMILES: C/N=C(\N)C(N)=O
Orbital gap in Eh: 0.3781
E_HOMO in eV: -9.356
LUMO energy in eV: 0.934
Energy relative to the best compared isomer or geometry (same formula, charge and spin) in kJ/mol: 0.0

ORCA input file:
```
! wB97M-V def2-TZVPD RIJCOSX def2/J DEFGRID3
* xyz 0 1
C 1.89 0.71 -0.52
N 0.45 0.75 -0.39
C -0.10 -0.28 0.13
N 0.47 -1.43 0.57
C -1.62 -0.29 0.28
N -2.22 0.78 -0.25
O -2.18 -1.22 0.85
H 2.22 -0.13 -1.16
H 2.40 0.61 0.45
H 2.24 1.64 -0.98
H -0.16 -2.05 1.08
H 1.45 -1.46 0.78
H -1.64 1.50 -0.66
H -3.22 0.88 -0.17
*
```

No. 7
Density functional theory data (the ωB97M-V functional and the def2-TZVPD basis) for 2 unconnected molecules or ions with the total composition C3H7N3O.

Properties
SMILES: [H]/N=C/NC.N=C=O
Orbital gap in Eh: 0.3736
E_HOMO in eV: -9.416
LUMO energy in eV: 0.749
Energy relative to the best compared isomer or geometry (same formula, charge and spin) in kJ/mol: 65.2

ORCA input file:
```
! wB97M-V def2-TZVPD RIJCOSX def2/J DEFGRID3
* xyz 0 1
H 2.56 -0.57 -1.16
N 1.84 -0.17 -0.57
C 0.69 -0.20 -1.13
N -0.43 0.29 -0.53
C -1.76 0.17 -1.07
H 0.50 -0.62 -2.12
H -0.30 0.73 0.37
H -1.75 -0.53 -1.91
H -2.15 1.13 -1.42
H -2.44 -0.24 -0.31
N 1.32 -0.03 2.18
C 0.44 -0.66 2.71
O -0.42 -1.20 3.31
H 1.74 -0.11 1.23
*
```

No. 8
Density functional theory data (the ωB97M-V functional and the def2-TZVPD basis) for 2 unconnected molecules or ions with the total composition C3H7N3O.

Properties
Orbital gap in Eh: 0.3366
E_HOMO in eV: -8.352
LUMO energy in eV: 0.808
Energy relative to the best compared isomer or geometry (same formula, charge and spin) in kJ/mol: 500.3

ORCA input file:
```
! wB97M-V def2-TZVPD RIJCOSX def2/J DEFGRID3
* xyz 0 1
C 1.55 -0.12 0.17
C -0.06 1.05 -1.56
C -1.49 -0.21 1.29
N 0.95 -1.19 0.82
N 0.35 0.12 -0.46
N -0.22 -1.12 0.02
O 2.65 0.40 0.21
H 0.70 1.25 -2.25
H -0.85 0.62 -2.09
H -0.42 1.98 -1.16
H -2.29 0.06 0.58
H -1.68 -1.11 1.93
H -0.65 0.38 1.53
H 1.47 -2.10 0.98
*
```

No. 9
Density functional theory data (the ωB97M-V functional and the def2-TZVPD basis) for C3H7N3O in the gas phase.

Properties
SMILES: C/N=C(/N)C(N)=O
Orbital gap in Eh: 0.3309
E_HOMO in eV: -8.327
LUMO energy in eV: 0.677
Energy relative to the best compared isomer or geometry (same formula, charge and spin) in kJ/mol: 128.4

ORCA input file:
```
! wB97M-V def2-TZVPD RIJCOSX def2/J DEFGRID3
* xyz 0 1
C 1.38 1.04 -0.52
N 0.85 -0.22 -1.02
C 0.14 -0.72 -0.07
N 0.30 -1.98 0.35
C -1.10 -0.07 0.60
N -1.63 0.95 -0.12
O -1.61 -0.56 1.59
H 2.42 0.84 -0.24
H 0.91 1.19 0.48
H 1.35 1.88 -1.22
H -0.28 -2.32 1.10
H 1.11 -2.46 0.00
H -1.28 1.15 -1.05
H -2.55 1.28 0.14
*
```

No. 10
Density functional theory data (the ωB97M-V functional and the def2-TZVPD basis) for C3H7N3O in the gas phase.

Properties
SMILES: C=NNC(=O)NC
Orbital gap in Eh: 0.3201
E_HOMO in eV: -8.599
LUMO energy in eV: 0.111
Energy relative to the best compared isomer or geometry (same formula, charge and spin) in kJ/mol: 425.5

ORCA input file:
```
! wB97M-V def2-TZVPD RIJCOSX def2/J DEFGRID3
* xyz 0 1
C 0.68 -0.63 2.18
N 0.57 -0.89 0.94
N -1.13 -1.12 0.47
C -1.23 -0.26 -0.55
O -1.88 -0.33 -1.58
N -0.10 0.65 -0.41
C 0.65 1.04 -1.58
H -0.09 -0.17 2.80
H 1.64 -0.90 2.63
H -1.54 -2.03 0.31
H -0.12 1.26 0.39
H 1.34 0.23 -1.82
H -0.02 1.20 -2.43
H 1.22 1.95 -1.37
*
```

No. 11
Density functional theory data (the ωB97M-V functional and the def2-TZVPD basis) for a molecular structure, C3H7N3O.

Properties
Orbital gap in Eh: 0.2910
E_HOMO in eV: -7.330
LUMO energy in eV: 0.589
Energy relative to the best compared isomer or geometry (same formula, charge and spin) in kJ/mol: 682.3

ORCA input file:
```
! wB97M-V def2-TZVPD RIJCOSX def2/J DEFGRID3
* xyz 0 1
C 0.26 -0.25 -0.51
C -2.36 -0.26 0.01
C 0.69 0.31 0.68
O -1.18 -0.95 0.33
N 2.18 0.92 -0.63
N 2.98 0.04 -0.85
N 0.89 0.54 1.85
H 3.90 0.42 -1.18
H 0.22 0.24 2.56
H -0.18 0.40 -1.25
H 0.71 -1.19 -0.80
H -2.67 -0.43 -1.03
H -2.27 0.83 0.16
H -3.18 -0.60 0.66
*
```

No. 12
Density functional theory data (the ωB97M-V functional and the def2-TZVPD basis) for 2 unconnected molecules or ions with the total composition C3H7N3O.

Properties
Orbital gap (spin up / spin down) in Eh: 0.3175 / 0.2721
E_HOMO (spin up / spin down) in eV: -7.736 / -7.877
LUMO energy (spin up / spin down) in eV: 0.903 / -0.472
Energy relative to the best compared isomer or geometry (same formula, charge and spin) in kJ/mol: 609.1

ORCA input file:
```
! wB97M-V def2-TZVPD RIJCOSX def2/J DEFGRID3
* xyz 0 1
C 0.14 -1.15 0.46
C -0.63 -2.31 0.90
C -0.59 1.89 -1.04
N -0.35 -0.06 0.14
N 2.19 1.10 -0.20
N 0.04 1.16 0.09
O 2.57 2.18 -0.13
H 1.25 -1.27 0.50
H 0.04 -3.27 0.92
H -1.50 -2.51 0.33
H -1.00 -2.05 1.89
H -1.63 1.94 -0.88
H -0.08 2.90 -1.04
H -0.45 1.46 -1.95
*
```